(1)
DFT (ωB97M-V/def2-TZVPD) results for an isolated molecule of C3H5NO3.

XYZ file:
```
12
Properties=species:S:1:pos:R:3:forces:R:3
N 1.497 0.864 -0.311 -0.011 -0.079 0.181
C 1.161 -0.439 -0.087 0.112 -0.054 0.115
O 1.884 -1.251 0.457 -0.201 0.288 -0.228
C -0.221 -0.846 -0.617 0.082 -0.051 -0.177
O -1.194 -0.864 0.440 -0.029 0.106 0.076
C -1.680 0.318 0.816 0.027 0.365 -0.077
O -1.355 1.392 0.371 -0.137 -0.518 0.140
H 0.744 1.526 -0.446 0.106 -0.116 0.009
H 2.328 1.198 0.158 -0.117 -0.082 -0.101
H -0.565 -0.186 -1.418 0.055 -0.078 0.103
H -0.165 -1.877 -0.961 0.041 0.153 0.028
H -2.434 0.166 1.599 0.071 0.068 -0.069
```
Positions in Å, forces in eV/Å.

Results
Energy above the lowest of the compared OMol25 structures with the same formula, charge and spin   65.68 kJ/mol
E   -397.81167 hartree
LUMO energy   0.82 eV
HOMO   -10.09 eV
Molecular weight   103.08 g/mol
SMILES   NC(=O)COC=O
Maximum force   0.6 eV/A
Orbital gap   10.91 eV

***

(2)
DFT (ωB97M-V/def2-TZVPD) results for a cluster of 9 separate species, C27H54O27 in total in a non-equilibrium geometry.

XYZ file:
```
108
Properties=species:S:1:pos:R:3:forces:R:3
C -3.248 5.698 -4.397 1.999 0.081 -1.362
O -2.373 4.753 -5.288 2.549 3.469 2.562
C -2.761 3.553 -5.500 -1.297 -0.968 -0.448
O -3.914 3.331 -5.442 -3.981 -2.146 0.503
O -1.884 2.648 -5.894 4.399 5.008 2.907
C -2.137 1.389 -6.210 0.140 -3.444 0.097
H -3.596 5.504 -3.388 0.576 -1.485 -0.055
H -4.058 5.902 -5.006 -1.794 0.194 -1.103
H -2.688 6.639 -4.320 0.419 -0.656 -0.268
H -2.865 0.901 -5.623 -1.368 -0.141 0.347
H -1.320 0.637 -6.304 0.579 1.287 0.907
H -2.345 1.557 -7.173 -2.165 -1.108 -4.142
C -0.066 -6.604 3.451 -0.554 -1.293 1.153
O -0.783 -5.281 3.655 0.920 -2.112 2.206
C -1.516 -4.699 2.797 -0.976 2.963 -6.583
O -1.559 -4.954 1.561 -0.425 0.151 3.886
O -2.073 -3.458 3.255 2.672 -5.048 4.310
C -2.809 -2.713 2.450 3.355 -7.997 -9.509
H -0.766 -7.597 3.279 1.059 2.889 1.257
H 0.625 -6.631 4.459 -1.846 -0.185 -2.981
H 0.460 -6.675 2.488 0.292 1.010 0.552
H -3.584 -3.260 1.835 0.491 -0.239 0.874
H -2.141 -2.464 1.630 -0.030 1.077 -0.392
H -3.279 -2.012 2.763 -4.912 8.749 5.122
C 5.070 2.603 4.081 5.093 -6.056 0.518
O 4.315 1.942 3.113 1.881 -1.908 0.337
C 3.596 2.672 2.351 -4.683 5.592 0.133
O 3.147 3.799 2.736 1.643 -3.001 -1.851
O 3.224 2.035 1.257 -0.651 -1.266 -1.623
C 2.433 2.624 0.107 0.108 2.287 0.961
H 6.062 2.985 3.783 -0.861 0.003 -0.463
H 5.354 1.777 4.960 -0.285 1.120 -2.717
H 4.634 3.123 4.754 -3.841 4.773 3.263
H 1.280 2.799 0.268 2.550 -0.314 0.422
H 2.499 2.043 -0.825 0.466 -0.624 0.987
H 3.045 3.565 -0.070 -1.445 -0.728 0.058
C -7.309 0.485 -3.847 1.903 4.814 -4.049
O -6.126 0.044 -3.282 1.729 -1.332 -1.016
C -5.114 -0.357 -4.197 -0.410 -0.668 4.359
O -5.156 -0.237 -5.349 -0.070 0.265 -2.846
O -4.123 -0.934 -3.452 -1.513 0.386 1.016
C -3.028 -1.581 -4.106 -3.337 -4.403 3.115
H -7.265 1.636 -4.323 0.559 -2.909 0.936
H -8.067 0.640 -3.244 -2.772 0.618 4.795
H -7.916 -0.015 -4.543 0.711 -1.923 -1.877
H -2.376 -2.120 -3.432 0.117 0.902 0.834
H -2.647 -0.882 -4.621 3.791 4.509 -4.075
H -3.376 -2.400 -4.686 -0.687 -0.404 -1.135
C 1.706 5.519 -2.177 -0.906 1.675 -0.232
O 0.799 5.376 -1.061 3.287 1.046 1.458
C -0.413 5.169 -1.274 -7.766 -1.667 -3.534
O -0.944 4.974 -2.414 1.862 0.722 3.349
O -1.291 5.116 -0.129 3.666 -0.003 -0.491
C -2.664 5.170 -0.370 0.278 1.685 -6.233
H 1.279 5.868 -3.089 -1.130 -0.213 -0.400
H 2.266 4.692 -2.341 0.780 -3.435 -0.433
H 2.523 6.188 -2.063 0.170 1.426 1.614
H -3.298 5.141 0.415 -1.018 -0.361 3.337
H -3.024 4.398 -1.124 0.664 0.731 0.878
H -2.866 6.200 -0.883 0.079 -1.675 0.711
C 6.623 -3.967 -2.778 -0.721 -1.838 1.118
O 5.733 -2.890 -2.381 -0.624 0.936 -0.571
C 5.412 -2.704 -1.110 1.059 -1.588 3.976
O 5.897 -3.428 -0.196 -1.476 2.025 -2.318
O 4.535 -1.677 -0.861 1.483 -0.903 -0.333
C 4.200 -1.365 0.600 6.118 -9.701 0.108
H 7.714 -3.671 -2.573 -1.753 -0.756 0.067
H 6.475 -4.040 -3.895 0.099 -0.046 1.382
H 6.201 -5.017 -2.187 1.740 3.070 -1.794
H 5.149 -1.127 1.179 -1.659 -0.092 -0.779
H 3.648 -2.408 0.932 1.792 2.684 -0.086
H 3.486 -0.792 0.452 -6.045 6.308 -0.692
C 3.399 -5.561 1.640 -6.648 8.350 -0.863
O 3.079 -5.188 3.016 -1.033 0.459 1.584
C 2.309 -4.100 3.320 -2.222 2.618 -5.564
O 1.802 -3.351 2.379 2.116 -3.048 3.214
O 2.059 -3.845 4.576 -0.008 -0.882 0.700
C 0.955 -2.896 4.925 -0.722 0.148 -2.098
H 3.574 -4.581 1.106 0.682 -1.091 0.551
H 2.595 -5.905 1.007 -0.834 -0.745 0.680
H 4.130 -6.136 1.669 6.633 -5.049 0.426
H 1.133 -2.618 5.950 0.278 0.116 0.131
H -0.071 -3.394 4.837 1.732 0.452 0.027
H 0.977 -2.018 4.196 0.102 -1.326 1.293
C 0.897 0.889 3.337 -0.447 -5.352 -4.273
O 0.197 0.152 4.321 -1.223 -0.805 1.069
C -0.868 0.769 4.815 -1.110 1.479 0.838
O -1.315 1.828 4.466 0.166 0.123 -0.892
O -1.378 0.145 5.884 0.679 -1.369 0.798
C -2.700 0.327 6.348 -2.392 3.124 0.471
H 0.266 1.052 2.416 0.394 0.248 1.132
H 1.666 0.067 2.930 -1.015 2.350 1.226
H 1.199 1.726 3.785 1.911 3.423 1.122
H -2.896 0.034 7.408 0.892 -0.556 -1.175
H -3.409 -0.023 5.637 -0.374 -1.712 -0.440
H -3.259 1.375 6.354 2.486 -0.870 0.010
C 0.856 -1.824 0.079 -4.002 -1.728 -2.888
O 0.300 -1.333 -1.155 -1.934 0.560 -1.988
C -0.298 -0.114 -1.254 2.054 2.145 6.121
O -0.128 0.727 -0.278 -0.962 -2.555 -3.693
O -0.992 0.117 -2.321 -0.841 0.780 -0.399
C -1.814 1.429 -2.379 2.848 0.185 1.267
H 1.592 -2.409 -0.210 4.121 -2.179 -1.426
H 0.286 -2.532 0.624 -1.731 -0.250 0.293
H 1.081 -1.073 0.621 1.937 5.071 3.973
H -2.368 1.593 -1.425 0.439 -0.444 -0.903
H -2.383 1.222 -3.240 -0.986 0.029 -0.708
H -1.099 2.314 -2.567 -1.060 -1.516 0.357
```
Positions in Å, forces in eV/Å.

Results
Energy above the lowest of the compared OMol25 structures with the same formula, charge and spin   1630.75 kJ/mol
E   -3092.10806 hartree
LUMO energy   0.56 eV
HOMO   -10.03 eV
Molecular weight   810.70 g/mol
SMILES   COC(=O)OC.COC(=O)OC.COC(=O)OC.COC(=O)OC.COC(=O)OC.COC(=O)OC.COC(=O)OC.COC(=O)OC.COC(=O)OC
Maximum force   12.9 eV/A
Orbital gap   10.60 eV

***

(3)
DFT (ωB97M-V/def2-TZVPD) results for a cluster of 4 separate species, C18H31N6O4 in total in a non-equilibrium geometry.

XYZ file:
```
59
Properties=species:S:1:pos:R:3:forces:R:3
C -1.885 -1.840 -2.383 0.265 0.637 -0.483
C -1.836 -0.678 -3.450 -0.005 -0.983 -0.610
C -0.486 -0.660 -4.269 0.437 0.797 1.855
C 0.577 0.098 -3.365 -0.241 0.033 -0.735
C 0.351 1.648 -3.339 0.107 0.320 0.880
C 1.341 2.361 -2.328 -0.561 -0.943 -0.284
C 1.072 1.792 -0.883 0.034 0.194 -0.464
N 0.794 2.832 0.118 0.580 -0.571 0.305
C 0.977 2.330 1.493 -2.606 2.109 0.704
N 0.258 1.065 1.672 3.187 -0.644 -1.482
C 0.985 0.050 1.978 -0.312 -1.283 -0.237
C 1.596 -0.232 3.378 1.465 1.060 -0.844
C 1.261 -1.052 0.888 -1.549 0.033 1.629
O 2.400 2.235 1.730 -1.104 -1.392 0.189
N 3.087 3.410 1.365 0.206 0.808 1.276
O 3.533 3.867 2.351 0.496 0.148 -0.919
C 0.295 3.400 2.474 -1.915 0.128 2.155
O 0.598 4.596 2.459 1.209 0.174 -1.189
O -0.612 2.954 3.266 1.148 -0.647 -1.300
H -2.958 -2.087 -2.207 0.877 -0.021 0.123
H -1.389 -1.558 -1.424 -0.492 -0.222 -0.711
H -1.330 -2.712 -2.799 -0.583 0.371 0.371
H -2.654 -0.873 -4.182 0.354 0.263 0.525
H -2.040 0.290 -2.949 0.173 -0.514 -0.457
H -0.589 -0.134 -5.242 0.027 -0.518 0.482
H -0.101 -1.703 -4.370 -0.507 0.664 -0.363
H 1.621 -0.100 -3.722 -0.725 0.129 0.196
H 0.491 -0.368 -2.355 0.206 0.559 -0.606
H 0.436 2.090 -4.363 0.002 -0.442 0.644
H -0.672 1.897 -2.954 0.651 -0.336 -0.489
H 1.204 3.463 -2.315 0.159 -0.667 -0.153
H 2.373 2.094 -2.673 -0.639 0.511 0.445
H 0.190 1.104 -0.903 0.907 0.173 -0.084
H 1.997 1.245 -0.580 -0.934 0.254 0.038
H -0.164 3.177 0.037 0.345 -0.144 0.045
H 1.530 0.697 3.986 -0.191 -0.814 -0.201
H 1.168 -1.128 3.874 -0.098 0.654 -0.464
H 2.690 -0.450 3.225 -0.786 0.077 0.233
H 2.242 -0.906 0.389 -0.583 0.214 0.494
H 1.220 -2.048 1.383 0.213 0.512 -0.568
H 0.408 -0.979 0.182 1.005 -0.157 0.236
C -3.515 2.496 2.783 -0.468 -0.308 -0.458
C -4.617 2.036 1.909 0.768 0.367 0.708
N -5.470 1.680 1.232 -0.397 -0.188 -0.292
H -2.585 1.994 2.513 0.090 0.177 0.096
H -3.379 3.570 2.674 0.107 -0.066 -0.010
H -3.750 2.271 3.823 0.018 -0.001 -0.043
C -3.475 -3.450 1.967 0.373 0.253 -0.158
C -2.318 -2.687 1.457 -0.928 -0.584 0.418
N -1.425 -2.093 1.062 0.056 0.093 -0.061
H -4.246 -3.507 1.200 0.040 0.032 0.017
H -3.163 -4.458 2.237 0.009 0.041 -0.018
H -3.884 -2.955 2.848 0.025 0.013 -0.048
C 4.063 -4.175 0.394 -0.418 0.200 -0.176
C 2.813 -3.702 -0.233 1.017 -0.480 0.401
N 1.845 -3.330 -0.713 -0.421 -0.123 -0.528
H 4.844 -4.264 -0.360 -0.040 0.015 0.018
H 4.383 -3.467 1.158 -0.039 -0.005 -0.030
H 3.900 -5.148 0.855 -0.012 0.040 -0.018
```
Positions in Å, forces in eV/Å.

Results
E   -1333.79120 hartree
LUMO energy   2.23 eV
HOMO   -3.89 eV
Molecular weight   395.48 g/mol
Maximum force   3.6 eV/A
Net charge   -1
Orbital gap   6.12 eV